Below is a 2-piece molecular cluster, C5H11NO2 overall in a non-equilibrium geometry, with properties calculated with the ωB97M-V functional and the def2-TZVPD basis.

Positions of all 19 atoms, in Å:
C  -1.085  1.428  -1.979
H  1.027  -0.490  2.464
H  0.512  -0.775  -0.634
H  -1.837  2.182  -0.193
O  3.174  -1.024  2.208
N  1.243  -0.356  1.375
H  -2.267  -2.615  -0.887
H  1.056  1.518  -0.636
O  -1.899  -2.410  -0.053
H  3.082  -0.749  0.183
C  0.240  -0.249  0.307
H  -0.698  -0.559  0.745
H  -2.664  -2.421  0.572
C  2.610  -0.674  1.142
H  -0.193  0.982  -2.444
H  -1.951  1.501  -2.541
C  -1.048  1.618  -0.647
C  0.215  1.241  0.037
H  0.484  1.852  0.982

The calculation puts the LUMO energy at 0.55 eV. Its structure (SMILES) is C=CCCNC=O.O. The charge is 0.

=====

Below is C5H11NO2 as an isolated structure in a non-equilibrium geometry, with properties calculated with the ωB97M-V functional and the def2-TZVPD basis.

Positions of all 19 atoms, in Å:
H  -0.948  1.480  -1.281
H  -1.061  -0.558  -1.894
H  1.425  -2.405  -0.593
H  1.910  -0.018  1.559
H  -1.233  -2.225  0.490
H  -2.626  -1.620  -0.583
H  -1.095  -0.309  1.704
H  -0.464  2.431  0.109
O  1.187  -1.741  0.060
C  -1.617  -1.479  -0.202
N  -0.696  -1.133  -1.147
O  -1.595  -0.081  0.913
C  0.514  0.540  0.019
C  0.587  -0.681  -0.637
H  0.654  2.266  -1.241
H  1.165  1.592  1.773
H  2.432  1.325  0.553
C  -0.100  1.740  -0.650
C  1.560  0.875  1.048

The calculation puts the LUMO energy at 0.73 eV. The charge is 0.

=====

Below is one molecule with the formula C5H11NO2 in a non-equilibrium geometry, with properties calculated with the ωB97M-V functional and the def2-TZVPD basis.

Positions of all 19 atoms, in Å:
N  -0.593  1.177  1.222
H  2.469  1.279  -0.247
H  -0.253  2.614  -0.255
H  3.090  -0.450  -0.104
C  0.957  -0.226  -0.100
H  -0.859  -0.601  -1.598
C  -1.420  0.111  -0.872
C  2.240  0.220  -0.173
H  0.673  -2.291  -0.581
O  0.157  1.924  -0.804
H  -2.027  0.877  -1.368
H  1.531  -2.034  0.952
H  -1.188  0.442  1.609
H  -0.198  -1.792  0.884
C  0.725  -1.660  0.313
O  -2.264  -0.670  -0.022
H  -3.069  -0.867  -0.531
C  -0.223  0.749  -0.115
H  0.253  1.198  1.789

The calculation puts the LUMO energy at 0.74 eV. Its structure (SMILES) is C=C(C)[C@@](N)(O)CO. The charge is 0.

=====

Below is a 2-piece molecular cluster, C5H11NO2 overall in a non-equilibrium geometry, with properties calculated with the ωB97M-V functional and the def2-TZVPD basis.

Positions of all 19 atoms, in Å:
C  0.775  -0.644  1.161
O  -4.338  0.259  0.834
H  -4.414  0.737  -1.571
H  1.666  -2.020  -1.087
H  1.367  1.790  -0.306
H  0.323  -1.641  1.409
C  2.075  1.145  0.263
N  -3.348  0.307  0.068
H  3.192  -1.361  -0.772
H  1.939  -0.442  -1.755
H  0.475  0.195  1.800
H  -1.803  -0.365  1.246
H  -1.479  -0.286  -0.555
C  1.686  -0.269  0.278
C  2.168  -1.098  -0.944
H  3.149  1.298  -0.228
H  2.235  1.703  1.159
O  -3.517  0.731  -1.258
C  -2.148  -0.041  0.256

The calculation puts the LUMO energy at 0.76 eV. Its structure (SMILES) is C=[N+]([O-])O.C=C(C)C. The charge is 0.

=====

Below is a 2-piece molecular cluster, C5H11NO2 overall in a non-equilibrium geometry, with properties calculated with the ωB97M-V functional and the def2-TZVPD basis.

Positions of all 19 atoms, in Å:
C  1.567  -0.197  -0.005
H  -0.254  1.350  1.727
H  1.394  -1.853  1.355
H  1.078  -2.268  -0.333
H  0.315  -0.063  0.171
C  -2.861  0.415  -0.448
H  1.519  0.740  -1.829
C  -0.637  1.319  0.696
N  2.097  0.087  -1.304
O  -1.935  -0.642  1.513
H  -2.473  1.089  -1.215
H  2.754  -1.998  0.225
C  -1.871  0.211  0.655
O  -0.661  2.272  -0.080
H  2.081  0.417  0.739
C  1.715  -1.668  0.325
H  -3.096  -0.544  -0.916
H  -3.770  0.869  -0.046
H  3.039  0.463  -1.231

The calculation puts the LUMO energy at -0.30 eV. Its structure (SMILES) is CC(=O)C=O.CCN. The charge is 0.

=====

Below is a 2-piece molecular cluster, C5H11NO2 overall in a non-equilibrium geometry, with properties calculated with the ωB97M-V functional and the def2-TZVPD basis.

Positions of all 19 atoms, in Å:
C  1.222  0.539  -1.362
H  1.106  -0.241  1.776
C  -0.978  -1.236  0.566
H  1.023  -1.496  -1.899
H  1.656  0.692  -2.307
H  0.323  1.306  -1.293
H  2.491  1.282  0.624
O  -4.772  2.139  1.337
C  0.545  -0.849  -1.229
H  2.355  -1.237  1.216
C  2.146  0.550  -0.034
H  -4.194  1.716  1.894
H  -0.411  -0.951  -1.917
H  3.154  0.332  -0.363
N  0.417  -1.424  0.129
C  1.519  -0.640  0.846
H  -4.494  1.933  0.524
H  -1.169  -1.084  1.664
O  -1.941  -1.331  -0.173

The calculation puts the LUMO energy at 0.69 eV. Its structure (SMILES) is O=CN1CCCC1.O. The charge is 0.

=====

Below is one molecule with the formula C5H11NO2 in a non-equilibrium geometry, with properties calculated with the ωB97M-V functional and the def2-TZVPD basis.

Positions of all 19 atoms, in Å:
H  -0.660  1.517  0.956
H  1.413  1.723  -1.328
H  0.860  -2.516  0.613
C  -0.336  0.657  -1.708
H  -0.690  -2.933  0.210
H  -0.057  2.647  -1.001
H  -1.036  -0.717  0.181
H  -2.099  0.428  -2.420
C  0.423  1.676  -0.874
C  -0.175  -2.359  0.978
H  -0.260  -2.759  1.983
C  0.764  -0.075  1.045
H  1.568  -0.467  0.427
H  0.903  2.054  1.271
N  -0.443  -0.919  0.979
O  -1.602  1.039  -1.889
H  0.936  -0.002  2.115
C  0.371  1.368  0.613
O  0.120  -0.361  -2.152

The calculation puts the LUMO energy at 0.72 eV. Its structure (SMILES) is CNCCCC(=O)O. The charge is 0.

=====

Below is C5H11NO2 as an isolated structure in a non-equilibrium geometry, with properties calculated with the ωB97M-V functional and the def2-TZVPD basis.

Positions of all 19 atoms, in Å:
C  -0.611  1.210  0.074
C  0.194  -1.528  1.123
H  -1.513  0.629  0.268
N  -0.614  1.625  -1.333
O  -0.840  -1.155  -1.595
H  -1.341  2.312  -1.499
H  1.117  -0.450  -1.601
H  -0.580  2.052  0.777
C  0.422  -1.067  -1.028
H  -0.788  -1.900  0.862
H  1.023  -2.222  1.116
O  1.794  0.826  0.227
C  0.648  0.382  0.369
H  0.870  -2.056  -0.995
H  0.278  2.055  -1.562
H  1.234  -0.202  2.455
H  -0.568  0.075  2.340
C  0.326  -0.337  1.884
H  -1.050  -0.247  -1.884

The calculation puts the LUMO energy at 0.54 eV. The charge is 0.

=====

Listing energy relative to the best compared isomer or geometry (same formula, charge and spin) for the structures above in their given order: 273.1; 359.4; 181.7; 574.1; 285.9; 309.5; 99.0; 485.9 kJ/mol.
Listing Kohn-Sham gap for the structures above in their given order: 9.4386; 8.5928; 9.8250; 10.0028; 9.1358; 10.4820; 9.3992; 8.4126 eV.